Entry 1:
C2H3N2O2 | the ωB97M-V functional and the def2-TZVPD basis

```
9
C2H3N2O2 the ωB97M-V functional and the def2-TZVPD basis
O 1.68812 -0.88431 2.54200
O -2.04167 -0.14385 -1.90680
N -0.52134 0.48054 0.28492
N 1.08227 -0.72239 1.56129
C 0.65307 0.05179 0.62768
C -0.97281 0.19189 -1.74202
H 1.44423 0.13470 -0.13700
H -1.30282 0.37898 0.91839
H -0.02905 0.51265 -2.14846
```

Properties
HOMO (spin up / spin down) ... -13.957 / -17.188 eV
Multiplicity ... 3
Total charge ... +1

***

Entry 2:
C4H13NO2 | the ωB97M-V functional and the def2-TZVPD basis

```
20
C4H13NO2 the ωB97M-V functional and the def2-TZVPD basis
O -3.29723 -0.17737 1.77686
O -0.73617 1.56570 1.53676
N 1.76230 -0.14665 -0.55383
C 1.78359 -1.35247 -1.37654
C 0.76317 0.06210 0.46459
C -0.01377 1.37547 0.32598
C 0.77180 -1.29877 -2.50281
H 0.06378 -0.77927 0.45915
H 2.66244 0.11756 -0.21487
H 1.44682 -2.17554 -0.72468
H 2.80330 -1.52497 -1.70346
H 0.46316 -2.32166 -2.73454
H -0.64616 1.41329 -0.56807
H -0.12582 -0.76456 -2.18474
H 1.07749 -0.82133 -3.43521
H -3.87775 0.18919 1.08692
H -3.81403 -0.03830 2.58607
H 0.69057 2.20061 0.19451
H -1.64888 1.65325 1.32265
H 1.18978 0.14463 1.46838
```

Properties
HOMO ... -8.284 eV
SMILES ... CCNCCO.O
Total charge ... 0

***

Entry 3:
C40H76N4O39S10 | the ωB97M-V functional and the def2-TZVPD basis

```
169
C40H76N4O39S10 the ωB97M-V functional and the def2-TZVPD basis
S 7.10474 -0.24614 -5.71207
S -6.71873 -0.75323 0.31421
S -3.03128 3.83041 0.66568
S 3.85756 -8.46226 -2.65187
S -2.09989 -9.00457 -4.52253
S 0.18931 5.67263 7.96018
S -5.45911 2.35033 -4.26385
S -8.76634 0.81306 -9.97932
S 5.24644 3.66048 1.72981
S -1.82326 -5.98702 0.35367
O 8.17812 0.52083 -6.23938
O -6.63641 -2.15552 0.54429
O -0.94393 4.55197 7.70349
O -5.64909 -0.00266 -0.23994
O 1.38101 5.01605 8.37050
O 5.79042 0.03379 -6.60887
O -1.53086 -9.46636 -3.08326
O -9.29246 -0.69020 -10.23289
O -2.88070 -5.18331 -0.55709
O 6.58514 0.45327 -4.35219
O -5.34278 1.22507 -3.40520
O -7.19159 -0.04547 1.68662
O -7.34281 0.80264 -10.01225
O 4.93386 -7.72686 -3.21827
O 3.92598 -9.86466 -2.42169
O -4.18429 3.47301 1.40999
O -2.78284 2.70872 -0.46106
O -6.70197 2.10600 -5.26040
O 2.85432 2.70608 -2.36861
O 0.15001 6.60024 6.88601
O -9.54711 1.70089 -10.76364
O -1.22416 -9.49290 -5.52783
O -8.05203 -0.45499 -0.54641
O -5.52989 3.68690 -3.77426
O -2.42958 -7.19052 0.80846
O -3.43783 5.03928 -0.31970
O -0.48195 6.36036 9.25817
O -4.28332 2.28338 -5.36600
O 7.20344 -1.64501 -5.48114
O -0.56335 -5.97190 -0.31299
O 3.40685 -7.74921 -1.27563
O -3.43942 -9.90557 -4.51879
O -9.22897 0.94208 -8.43607
O -1.76278 -4.94903 1.58312
O -1.78205 4.14084 1.27170
O 2.70100 1.01138 -1.10866
O 2.52204 -8.14789 -3.50244
O 3.10072 1.66354 1.36218
O -2.48377 -7.63784 -4.43313
N 0.24090 0.82401 3.53187
N 0.72892 2.72547 2.00259
N -3.08901 -1.02941 3.50624
N 2.99239 1.53827 -2.36287
C 8.81887 -0.50859 2.65749
C 0.82790 1.29372 2.24632
C 9.32183 -0.57131 4.16571
C 2.30461 0.70833 2.05614
C 0.87174 3.55461 3.20765
C 6.49464 -0.30617 1.41533
C -3.94548 -0.03629 3.19750
C -3.18673 4.66025 -1.67777
C 4.71033 0.41710 -5.75363
C 5.36793 1.15983 -4.60844
C -2.56912 -10.12963 -2.35717
C 7.51810 3.91760 3.33358
C -1.18080 0.62127 3.42488
C -3.43237 -4.09193 0.19127
C 5.23312 2.32033 0.46600
C -9.10245 -0.05517 0.33735
C -1.80379 5.84940 9.44442
C 6.95082 4.35498 1.89876
C 2.75213 5.83089 5.14060
C 10.43315 0.53252 4.48408
C 2.20070 -7.00875 -1.49068
C 7.40988 0.18657 2.60624
C -2.08894 1.75974 3.12255
C -2.34986 -3.70581 1.17717
C -1.77249 4.44820 8.86295
C 3.90835 0.41588 -0.55953
C 2.31951 3.56531 3.81825
C 2.34764 4.29810 5.23596
C 1.48368 -7.73241 -2.60862
C -3.40367 -10.81978 -3.41913
C -9.57742 -1.30846 -8.97489
C -8.40321 0.68005 1.46437
C 4.31535 1.09908 0.83972
C 4.98970 0.03102 1.76616
C -3.34478 3.15431 -1.70114
C -4.81814 1.83596 -6.61702
C -10.04943 -0.17601 -8.08341
C -1.80228 -0.66933 3.60187
C -3.47710 1.31445 3.02816
C -6.26320 2.29044 -6.61132
H 11.33214 0.05870 4.95991
H 0.97689 -8.62662 -2.23787
H 8.49045 -0.35736 4.89097
H 10.68235 1.10664 3.56355
H -9.00191 0.70841 2.37303
H 6.82792 5.46787 1.88594
H 3.79942 -0.68496 -0.41257
H 7.80364 4.79469 3.95982
H 4.96570 0.45731 2.80583
H 6.83560 0.05541 0.41781
H -5.02241 -0.26266 3.07300
H -2.14845 -10.82930 -1.63793
H -3.88371 5.15757 -2.34870
H -1.30238 3.74308 9.55348
H 0.22663 0.79962 1.42649
H 5.62230 2.18350 -4.89557
H -4.23906 2.07953 2.79463
H 6.28091 2.04714 0.20441
H 2.27771 -0.27435 1.51660
H -2.74464 -3.16528 2.03673
H -3.15024 -9.37037 -1.82732
H 9.68630 -1.59582 4.44462
H 2.47360 -5.99278 -1.78722
H 0.76480 -7.09637 -3.12113
H -4.39585 2.86765 -1.71767
H 1.60822 -6.97254 -0.58015
H -2.49803 6.49043 8.89538
H -2.16531 4.95629 -1.93053
H -0.11092 2.94698 1.47862
H -8.65148 -1.75016 -8.59737
H -6.88235 1.71746 -7.29863
H -1.74830 2.79782 2.99658
H -1.09490 -1.50009 3.86177
H 3.47019 6.10328 5.95915
H 3.17628 3.79050 5.80491
H 2.69532 0.57387 3.10812
H 6.87638 -0.12330 3.54609
H -4.25514 2.25961 -7.44630
H -4.41240 -11.03850 -3.07346
H 0.08440 3.36091 3.99523
H -4.74538 0.74639 -6.64897
H -3.69955 -3.27089 -0.47122
H 4.74390 1.17909 -3.71792
H 7.50807 1.29656 2.65814
H 8.74244 -1.56997 2.31488
H 4.43432 -0.94384 1.77574
H 6.71428 3.33131 3.84795
H -2.83083 2.69465 -2.54331
H -2.06716 5.85250 10.50070
H -6.34409 3.35385 -6.85041
H -10.32805 -2.08731 -9.09112
H 0.68111 4.61585 2.87844
H 6.60219 -1.42371 1.40965
H -1.57264 -3.10586 0.69626
H 1.83450 6.43494 5.34108
H 3.15821 6.12468 4.14084
H 1.40797 4.08848 5.83154
H 2.74616 2.55312 3.99228
H -11.08958 0.08531 -8.29168
H 4.21607 -0.49297 -5.40327
H -9.60011 -0.95764 0.70200
H 7.61463 3.99383 1.08211
H -9.82460 0.57077 -0.18288
H 2.93385 4.20687 3.14517
H 9.60137 -0.00998 2.03878
H 4.79078 2.76879 -0.46608
H -4.32792 -4.44841 0.70490
H 4.73084 0.58233 -1.30894
H -2.76319 4.08615 8.59559
H 8.36842 3.21355 3.15749
H -8.14133 1.69944 1.17045
H 10.05439 1.25805 5.25298
H 3.99311 1.03312 -6.29210
H -2.92818 -11.74318 -3.75882
H -9.94029 -0.40984 -7.02583
H 0.68824 -0.04870 3.81925
```

Properties
HOMO ... -8.207 eV
SMILES ... CCCCCC[C@](CON=O)(CSCC)OC[C@H](NCCCC)Nc1cccnc1.O=S1(=O)OCCO1.O=S1(=O)OCCO1.O=S1(=O)OCCO1.O=S1(=O)OCCO1.O=S1(=O)OCCO1.O=S1(=O)OCCO1.O=S1(=O)OCCO1.O=S1(=O)OCCO1.O=S1(=O)OCCO1
Total charge ... 0

***

Entry 4:
C6H15O3P | the ωB97M-V functional and the def2-TZVPD basis

```
25
C6H15O3P the ωB97M-V functional and the def2-TZVPD basis
P 1.89798 0.19836 -0.21374
O -0.94955 1.06250 -0.93131
O -1.07578 -1.08158 -0.38141
O 2.78781 -0.99751 -0.34746
C -0.34604 -0.08616 -0.88590
C 0.12100 -2.47338 1.16603
C -1.17437 1.62324 0.32874
C -0.31201 -2.28635 -0.32001
C -2.67304 1.44253 0.78537
C 2.38684 1.58674 -1.22986
H -0.06205 -3.39470 1.62456
H -0.91200 2.65233 0.33382
H -0.44395 -1.77961 1.72311
H -2.84720 2.02532 1.78360
H 1.20190 -2.14388 1.28222
H -2.93130 0.41417 0.97181
H 1.82818 2.49086 -0.96466
H 2.03283 0.55839 1.13319
H -0.91140 -3.06621 -0.66983
H 0.09421 -0.36331 -1.90559
H 2.04382 1.23915 -2.31620
H -3.16946 1.82349 -0.04098
H -0.64718 1.08813 1.12934
H 0.60813 -2.21038 -0.87884
H 3.45261 1.67786 -1.17600
```

Properties
HOMO (spin up / spin down) ... -4.741 / -10.203 eV
Multiplicity ... 3
Total charge ... 0

***

Listing relative energy (zero: lowest compared OMol25 entry of this formula, charge and spin) for the structures above in their given order: 1.644, 1.115, 1.969, 2.379 eV.